1.
Entry from OMol25: a cluster of 2 separate species, C7H17N2OS in total (ωB97M-V/def2-TZVPD).

## Properties
**M**: 177.29 g mol⁻¹
**Maximum force**: 6.399 eV/Å
**LUMO level**: -2.93 eV

```
! wB97M-V def2-TZVPD RIJCOSX def2/J DEFGRID3
* xyz 1 1
S 0.917 2.331 -0.271
O 0.591 1.385 0.791
N 0.392 -1.425 -1.483
N 0.611 -1.919 1.289
C -0.654 -1.375 0.730
C 1.722 -1.191 0.568
C 1.514 -1.276 -0.956
C -0.832 2.760 -0.911
C -0.827 -1.675 -0.751
C -1.351 -3.122 -1.045
C 1.083 4.145 0.339
H -0.618 3.441 -1.631
H 0.667 -2.841 0.984
H 2.440 -1.078 -1.413
H -1.214 2.871 0.115
H -1.393 -1.801 1.291
H -0.669 -3.814 -0.838
H -1.099 1.772 -1.358
H 0.500 4.204 1.345
H 0.609 4.694 -0.339
H 2.171 4.345 0.476
H -1.510 -0.912 -1.327
H 2.653 -1.700 0.629
H -1.446 -3.304 -2.138
H -0.855 -0.270 0.914
H 0.491 -1.621 2.256
H -2.393 -3.298 -0.493
H 1.646 -0.171 0.721
*
```

2.
Entry from OMol25: the ion C7H17N3O with charge +2 (ωB97M-V/def2-TZVPD).

## Properties
**SMILES**: CC(C)(C)C(=[NH2+])/C=C(/[NH3+])ON
**M**: 159.23 g mol⁻¹
**Maximum force**: 3.771 eV/Å
**LUMO level**: -7.57 eV

```
! wB97M-V def2-TZVPD RIJCOSX def2/J DEFGRID3
* xyz 2 1
O -0.148 -1.645 -2.056
N -0.426 -0.248 -2.083
N -1.956 0.183 0.295
N 0.452 -3.485 -0.893
C 0.000 1.499 2.229
C -0.305 -1.372 0.360
C -0.674 0.056 0.394
C 0.005 -2.077 -0.762
C 0.013 2.492 -0.043
C 0.193 1.189 0.801
C 1.568 0.807 0.455
H -1.118 2.702 -0.269
H 0.619 -3.536 -1.922
H 0.440 0.640 2.782
H 1.250 -3.759 -0.341
H 1.966 0.100 1.284
H 0.269 0.304 -2.665
H -0.177 -4.316 -0.750
H -2.592 -0.505 -0.072
H 1.598 0.349 -0.618
H 0.559 2.351 -0.986
H -0.999 1.850 2.493
H 0.385 2.493 2.417
H 0.711 3.272 0.449
H -1.265 -0.271 -2.732
H -0.064 -1.831 1.274
H 2.134 1.687 0.498
H -2.437 1.072 0.461
*
```

3.
Entry from OMol25: the ion C7H17N5 with charge +2 (ωB97M-V/def2-TZVPD).

## Properties
**M**: 171.25 g mol⁻¹
**Maximum force**: 4.585 eV/Å
**LUMO level**: -7.94 eV

```
! wB97M-V def2-TZVPD RIJCOSX def2/J DEFGRID3
* xyz 2 1
N 1.593 1.559 1.423
N 0.901 -1.686 -1.441
N -0.833 -0.260 2.030
N -0.723 -2.843 -0.305
N 1.971 0.104 -0.366
C -0.369 1.940 -1.011
C 1.296 0.276 0.941
C -2.168 0.339 -0.496
C -0.270 0.218 0.891
C 1.866 -0.743 -1.343
C -0.088 -1.752 -0.485
C -1.083 1.203 0.103
H 0.938 2.231 1.161
H 1.989 1.703 2.468
H -1.445 1.829 0.868
H 0.721 2.314 -0.666
H -1.816 -0.152 2.140
H -1.495 -2.989 0.313
H -0.926 2.852 -1.470
H 1.818 -0.493 1.709
H -2.790 0.829 -1.141
H -0.286 1.371 -2.009
H -1.670 -0.586 -0.995
H 1.110 -2.491 -2.020
H -0.408 -3.766 -0.697
H -0.387 -0.883 2.645
H 2.776 0.772 -0.492
H 2.622 -0.838 -2.110
H -2.845 -0.058 0.358
*
```

4.
Entry from OMol25: a cluster of 2 separate species, C7H17NO in total (ωB97M-V/def2-TZVPD).

## Properties
**SMILES**: CCN(C)C(C)=O.CC
**M**: 131.22 g mol⁻¹
**Maximum force**: 5.091 eV/Å
**LUMO level**: 0.80 eV

```
! wB97M-V def2-TZVPD RIJCOSX def2/J DEFGRID3
* xyz 0 1
O -1.462 0.578 2.638
N -0.637 -0.616 0.976
C -1.422 0.417 1.415
C 3.305 1.769 -1.323
C -0.998 -1.568 -0.132
C 0.293 -1.199 1.970
C 2.636 0.778 -2.275
C -2.062 1.535 0.686
C -2.520 -1.704 -0.092
H 3.654 2.720 -1.748
H 2.402 2.011 -0.639
H -2.908 -2.686 -0.169
H -3.131 1.858 0.895
H 2.992 -0.286 -2.200
H 1.314 -0.816 1.878
H -0.699 -2.566 0.269
H -0.426 -1.391 -1.004
H 0.206 -0.726 2.875
H -2.849 -1.461 0.849
H 0.276 -2.453 2.045
H 3.055 0.972 -3.300
H 4.049 1.232 -0.767
H 1.512 0.913 -2.278
H -2.059 1.539 -0.483
H -3.167 -1.292 -0.897
H -1.353 2.442 0.811
*
```